Record 1
This record from OMol25 describes C8H9N3OS in the gas phase in a non-equilibrium geometry. The level of theory is wB97M-V/def2-TZVPD.

Structure (XYZ):
```
22
Properties=species:S:1:pos:R:3:forces:R:3
H -3.49415 -2.08159 -0.22217 -2.56 1.31 -0.16
N -2.59357 -2.35529 -0.06731 0.02 -3.05 -0.35
C -1.68427 -1.59031 0.22189 -0.90 2.04 0.29
N -0.45364 -1.88576 0.29290 3.80 -0.46 0.27
C 0.64081 -1.09583 0.33750 -2.30 0.58 0.76
C 1.89946 -1.63813 0.60690 1.23 0.50 -0.91
C 3.04846 -0.84885 0.43387 -1.90 -1.45 -0.33
C 2.93077 0.51337 0.21690 0.90 0.24 0.31
C 1.71637 1.10944 0.28825 -1.33 2.17 -1.72
C 0.57121 0.32377 0.21576 -0.85 -0.47 0.45
S -1.02159 1.07999 0.27557 -0.96 -1.25 -2.75
C -1.69860 1.66042 -1.46554 1.87 0.09 2.19
O -1.03529 2.15876 1.19382 -0.21 1.48 0.84
N -2.14193 -0.06577 0.52021 0.62 0.47 1.18
H 1.92405 -2.71300 0.69673 0.23 -0.07 0.16
H 3.95687 -1.38118 0.27839 0.84 -0.03 0.38
H 3.77197 1.11279 -0.06029 0.51 0.19 0.23
H 1.60547 2.21178 0.07206 0.27 -1.22 0.59
H -2.73801 1.97390 -1.26057 0.71 -0.31 -0.33
H -0.99304 2.42684 -1.75269 -0.27 0.83 0.04
H -1.47698 0.88451 -2.17438 -0.67 -0.82 -0.04
H -2.73435 0.20016 1.35221 0.94 -0.78 -1.08
```
Positions in Å, forces in eV/Å.

As for the charge: 0. Its SMILES is [H]/N=C1/N=c2ccccc2=[S@](C)(=O)N1. The value obtained for the HOMO energy is -7.49 eV. The frontier orbital gap comes out at 7.59 eV.

Record 2
This record from OMol25 describes C8H9N3OS in the gas phase in a non-equilibrium geometry. The level of theory is wB97M-V/def2-TZVPD.

Structure (XYZ):
```
22
Properties=species:S:1:pos:R:3:forces:R:3
C 3.06559 -1.96363 -0.88237 2.17 -1.36 5.03
S 1.54391 -1.72550 0.17123 0.79 1.63 -0.18
C 1.65220 0.05987 0.40327 4.36 0.88 -2.07
N 2.83215 0.65805 0.03603 -0.76 0.65 -0.40
C 3.09477 1.99852 -0.25181 -1.37 2.72 -0.80
N 3.24981 3.16156 -0.60421 -0.55 -6.07 1.96
N 0.66737 0.77002 0.84247 -1.80 2.37 0.37
C -0.67250 0.40037 1.38167 0.50 3.38 1.69
C -1.77044 0.22043 0.38494 1.99 6.44 1.76
C -2.42898 -0.78473 0.08446 -5.38 -7.16 -2.32
C -3.64552 -0.47678 -0.63627 2.50 2.92 -0.31
C -3.51446 0.86655 -0.87524 -3.23 0.08 0.23
O -2.53226 1.32035 -0.12012 3.11 1.56 0.31
H 2.82031 -1.79962 -1.90466 -0.04 -0.65 -0.76
H 3.94412 -1.18658 -0.53289 -2.50 -2.11 -0.77
H 3.31718 -3.12698 -0.31283 -0.34 3.30 -2.87
H 0.80864 1.82677 0.70925 -0.19 -2.26 0.42
H -0.70532 -0.44583 2.16002 0.53 1.30 -1.38
H -0.74531 1.49829 1.96314 -1.10 -3.25 -0.97
H -2.32865 -1.82329 0.22440 1.01 -0.92 0.84
H -4.40832 -1.10691 -0.87758 -1.64 -1.63 -0.94
H -4.24427 1.65907 -1.36293 1.94 -1.83 1.14
```
Positions in Å, forces in eV/Å.

As for the charge: 0. Its SMILES is CS/C(=N/C#N)NCc1ccco1. The value obtained for the HOMO energy is -8.91 eV. The frontier orbital gap comes out at 9.26 eV.

Record 3
This record from OMol25 describes a gas-phase ion, C8H9N4 (charge +1) in a non-equilibrium geometry. The level of theory is wB97M-V/def2-TZVPD.

Structure (XYZ):
```
21
Properties=species:S:1:pos:R:3:forces:R:3
N 3.72148 0.14622 1.17522 3.92 0.83 2.30
N 2.76901 0.61588 0.47064 -1.65 0.28 -1.93
C 1.81422 0.55591 -0.21789 3.21 1.50 1.42
N 1.02328 1.08366 -1.06291 -3.07 -0.42 -1.87
C -0.31531 0.56953 -0.73862 0.16 -0.20 0.87
C -1.38128 1.35745 -0.12508 -2.03 0.98 0.72
C -2.26497 0.43060 0.39272 3.05 -1.19 -1.30
N -3.37550 0.57886 1.10393 2.72 2.73 -0.61
C -1.58729 -0.94804 0.08237 -1.95 -1.06 0.63
C -0.80895 -0.74594 -1.22699 1.30 -0.17 0.20
C 0.35175 -1.68994 -0.90417 0.06 0.82 -0.73
C -0.08563 -0.82108 0.19778 -0.64 1.42 0.00
H 4.59966 0.76045 1.32512 -2.50 -0.73 -0.33
H 4.04704 -0.77352 1.00353 -0.23 -1.16 -0.49
H 1.19813 1.27979 -2.05928 0.54 -0.10 0.80
H -1.62853 2.46758 -0.08675 1.05 -1.65 -0.26
H -3.52925 1.53058 1.36555 -1.04 -0.01 0.35
H -3.95142 -0.15748 1.19251 -2.68 -2.46 0.80
H -2.02492 -1.99131 0.32274 0.45 2.04 -0.51
H 0.07102 -2.69065 -0.92137 -0.49 -1.68 0.29
H 1.35747 -1.55857 -1.28902 -0.19 0.23 -0.33
```
Positions in Å, forces in eV/Å.

As for the charge: +1. Its SMILES is N[N+]#CN[C@@]12C=C(N)[C@H]3[C@@]14C[C@@]324. The value obtained for the HOMO energy is -11.36 eV. The frontier orbital gap comes out at 7.75 eV.

Record 4
This record from OMol25 describes a gas-phase ion, C8H9N4 (charge +1) in a non-equilibrium geometry. The level of theory is wB97M-V/def2-TZVPD.

Structure (XYZ):
```
21
Properties=species:S:1:pos:R:3:forces:R:3
C -2.04177 1.59839 -0.86623 1.03 0.86 -1.73
C -2.67302 1.24269 0.34577 1.06 -2.02 -0.06
C -0.89392 0.84989 -1.20530 -0.94 -0.79 1.05
C -2.24719 0.14404 1.14115 -1.93 2.07 0.90
C -0.49978 -0.24352 -0.44180 -0.02 0.69 -1.45
C 2.41335 -0.52673 -0.03775 0.96 2.20 0.49
C 1.87695 -1.11140 1.00403 0.68 0.07 0.11
C 1.68664 -0.83859 -1.24818 0.07 -0.82 -0.91
N -1.12753 -0.48949 0.78674 2.23 -2.07 0.85
N -0.47292 -1.63878 1.40224 0.08 0.44 -0.50
N 0.40828 -1.22640 -0.73784 -0.94 -0.88 3.26
N 0.75388 -1.88007 0.67234 -2.78 1.01 -2.52
H -2.30554 2.36223 -1.67775 -0.22 -1.04 2.00
H -3.55902 1.68382 0.67269 -1.21 0.94 0.47
H -0.44834 1.03028 -2.13819 0.73 0.06 -1.04
H -2.72497 0.02140 2.14523 0.72 -0.37 -1.16
H 3.21578 0.18516 -0.06000 0.69 -0.38 0.27
H 2.37289 -1.28051 1.91537 0.15 0.03 1.28
H 1.63944 -0.14302 -2.06369 -0.16 0.49 -0.13
H 2.18353 -1.73295 -1.57348 0.08 -0.66 -0.96
H -0.19934 -1.46336 2.37625 -0.28 0.18 -0.23
```
Positions in Å, forces in eV/Å.

The spin multiplicity is 3. The expectation value of S² is 2.017. As for the charge: +1. The value obtained for the HOMO energy (alpha / beta) is -9.98 / -13.41 eV. The frontier orbital gap (alpha / beta) comes out at 6.57 / 5.89 eV.

Record 5
This record from OMol25 describes a molecular structure, C8H9N6 in a non-equilibrium geometry. The level of theory is wB97M-V/def2-TZVPD.

Structure (XYZ):
```
23
Properties=species:S:1:pos:R:3:forces:R:3
C 2.69248 -1.05626 0.51921 -4.68 1.59 -1.20
C 2.80177 0.27658 0.25630 0.57 0.94 1.49
C -3.09779 -0.35508 -1.00153 1.12 -1.52 -1.33
C -4.12164 0.51006 -0.65494 -1.69 -1.22 -3.73
C -2.32075 0.11556 1.17361 0.77 -2.22 0.57
C 1.38553 -1.64966 0.47098 -0.85 -0.60 0.76
C -2.19973 -0.68372 0.02528 -0.55 1.89 -2.04
C 1.60248 1.07907 0.09264 1.32 -1.13 -0.70
N -4.29259 1.01332 0.51155 -0.64 1.49 0.83
N -3.33676 0.87292 1.38946 -0.76 0.97 1.32
N 0.43946 0.41079 -0.08989 0.33 1.68 0.62
N 0.39242 -0.81472 0.22384 -1.98 -2.20 -1.98
N 1.56993 2.41422 -0.02748 -0.72 1.44 -1.17
N -1.20513 -1.57920 -0.23921 2.83 0.31 4.80
H 3.47442 -1.64690 0.66545 3.36 -2.33 0.77
H 3.81840 0.71855 0.43444 -1.22 -0.11 -0.68
H -3.02193 -0.86942 -2.06388 -0.26 1.27 2.37
H -4.91401 0.67945 -1.45846 0.97 0.07 1.42
H -1.71033 -0.04472 2.05485 0.54 0.21 -0.24
H 1.00792 -2.70046 0.70252 1.14 1.50 -0.40
H 2.40046 3.07320 -0.23001 -1.93 -1.95 0.52
H 0.60419 2.70420 -0.36217 1.90 0.11 0.67
H -1.01869 -1.76612 -1.16617 0.43 -0.17 -2.69
```
Positions in Å, forces in eV/Å.

As for the charge: +1. The value obtained for the HOMO energy is -12.33 eV. The frontier orbital gap comes out at 7.41 eV.

Energy relative to the best compared isomer or geometry (same formula, charge and spin) for every record listed, in sequence, given in kJ/mol: 400.6; 511.2; 718.4; 209.2; 118.4.